No. 1
85
Properties=species:S:1:pos:R:3 method="wB97M-V/def2-TZVPD" energy_ha=-4785.21751 spin_multiplicity=1 lumo_energy_ev=-6.9 charge=+2
H 1.9846 -5.3646 3.1191
H -5.3190 5.3556 -4.6047
H -4.0458 3.6750 -3.2977
H -2.5747 -3.8186 5.4824
Br 0.3437 -1.2312 0.6168
H 1.1052 5.5995 0.0743
H 3.2002 0.9508 -1.5347
H -0.4439 0.8254 3.3338
C -0.3263 1.9250 3.3385
C -1.8751 -2.8083 3.6895
H 0.8900 -2.7059 4.2830
C -2.6794 1.4961 -3.0098
C -1.7871 -5.6794 1.2545
C -0.9184 -4.4269 1.4612
H 3.8267 3.3116 2.1234
C -3.0172 2.8345 -5.0377
H -1.7762 -5.9697 0.1985
N 2.2987 -2.7164 -3.1542
H 2.6872 1.7309 0.7812
N -4.4662 4.8290 -6.4292
N 2.1192 -1.4837 -2.5809
H -1.5069 3.7450 3.5990
C -0.4277 1.6099 -1.9243
H 1.2831 4.0073 -0.6301
C 0.2950 1.7340 -0.7392
H -3.5113 4.1849 -8.1693
Pb -0.1833 -1.2966 -2.1365
H 4.3184 0.0304 -0.5236
H 0.5210 4.6121 2.3068
C -3.6170 4.0202 -7.0884
H -1.3713 -3.5217 1.0339
H -2.0730 2.3456 4.4992
C 3.2087 2.6476 2.7393
C 0.4335 4.0284 1.3829
H -2.3792 2.4455 2.7543
C 3.3652 -0.0250 -1.0613
H -1.4199 -1.8632 3.3549
H 5.2783 -2.1632 -2.0516
H -2.8251 -5.5031 1.5737
C 1.9639 -4.5633 3.8682
H 2.3608 0.6912 2.1819
C -1.8316 1.3482 -1.8649
H -3.4510 0.5704 -0.6903
H -0.6127 4.1162 1.0524
C 0.9808 -3.4507 3.4768
C 4.2299 -2.1449 -2.2994
C 4.0484 -4.3658 -3.6667
H -2.7797 -3.0023 3.0907
H 2.5792 -0.1332 -0.2936
H 1.3435 2.0878 -0.7822
C 2.3393 1.7497 1.8384
C -2.8916 2.9977 -6.4434
H 1.2708 -2.9197 2.5579
C -3.9155 3.7253 -4.3725
C -4.6233 4.6847 -5.1107
H 4.0649 -4.2190 -4.7584
C 1.3721 4.5608 0.3066
C -2.2776 1.8399 -4.2755
H 3.4484 -5.2605 -3.4357
H 1.6485 -5.0115 4.8191
H 0.0845 -4.5541 1.0256
H 2.9780 -4.1634 3.9859
H 1.5407 -3.1459 -3.6927
H 5.0764 -4.5424 -3.3238
C 3.2975 -1.1578 -1.9849
H -3.7674 1.4514 -2.8381
P 0.5841 2.2751 1.8298
H 0.0270 1.9098 -2.8813
H 3.8682 2.0157 3.3541
H -1.3926 -6.5133 1.8502
H -1.4210 1.3627 -4.7561
H 2.6239 3.2798 3.4297
H -2.2308 2.3504 -7.0422
H 2.4291 4.5311 0.6003
C 3.5618 -3.1380 -3.0138
H -2.1633 0.7440 1.5066
H -2.9918 -2.1056 5.4005
H 0.3740 2.2025 4.1431
H -1.3374 -2.6005 5.8033
C -0.3365 1.4645 0.4979
P -0.7013 -4.1690 3.2470
C -1.6534 2.6628 3.5407
C -1.7080 1.0595 0.5483
C -2.4170 0.9463 -0.6386
C -2.2076 -2.8332 5.1827

=====

No. 2
85
Properties=species:S:1:pos:R:3 method="wB97M-V/def2-TZVPD" energy_ha=-4805.57802 spin_multiplicity=1 e_above_lowest_kcal_mol=74.52 lumo_energy_ev="-14.1 / -14.0" charge=+4
C -4.4009 -2.0625 -3.1502
C -3.8568 -1.9566 0.3840
H -2.8276 -4.5914 -2.8661
H -0.7518 1.6975 -2.8999
C 1.5430 0.2503 -3.2467
H -5.4187 -2.0484 -2.7359
C -3.4860 -1.1693 -2.3173
H -2.3913 3.1134 -0.6913
H -0.1314 4.0440 2.2599
H 2.5790 0.4058 1.0743
H -5.2978 -3.2938 -0.6192
C -2.8074 -4.8200 -1.7913
C 2.7240 -1.4835 -1.9027
C 3.8230 0.5378 -2.5847
H -0.9424 1.6015 2.5567
H -4.4616 -1.6693 -4.1762
C 2.3158 0.2454 2.1304
C 3.8985 -0.7678 -2.0420
C 4.6303 3.5843 -0.0130
N 4.2767 3.8236 2.3432
H 4.9396 2.2789 3.5887
H -4.0597 -3.1010 -3.2162
H -3.8276 -4.9834 -1.4164
H 3.2356 -0.0010 2.6862
P -0.6317 1.7882 0.1848
H 0.6429 0.5851 -3.7503
H -2.2813 -5.7836 -1.6669
C 5.1922 2.3022 0.2033
C 1.5492 -0.9124 -2.4481
C 5.4001 1.8792 1.5337
H 3.7686 5.3132 0.9534
C 0.8033 -1.2754 3.5497
H 5.8567 0.9093 1.7195
H 1.3187 3.0199 2.2827
C -4.8423 -3.1227 0.3677
C -0.1199 -2.2704 3.2632
H -2.7549 -0.6445 -2.9645
C -2.8629 0.9949 1.7762
H 4.4443 3.9781 -1.0178
H -2.0622 2.8570 -3.1471
H -1.4587 -2.2449 4.8986
C 1.3163 -0.8241 2.3287
H -3.5005 1.2900 2.6189
C 2.7152 0.9474 -3.3589
C -1.0568 -2.9655 4.1685
H 2.6957 -2.4071 -1.3440
C 4.6465 1.5499 -2.0468
H -1.9045 2.9283 1.8657
H -4.3950 -0.9964 0.3014
H -1.0198 -3.7160 -1.4491
H 1.0425 -0.8765 4.5191
H -0.5530 3.3865 -2.4199
N -0.0682 -2.4405 1.9346
H -0.5446 -3.7564 4.7465
H -4.0992 -0.3895 -1.8210
H -5.6653 -2.9023 1.0626
H -1.9005 -3.4120 3.6280
Sn 0.1129 -0.6973 -0.8419
H 5.9095 0.4581 -0.7084
H -0.5806 -3.1306 1.3766
H 1.4011 4.6601 1.6475
H 2.7832 1.8696 -3.9387
C 4.2111 4.3180 1.0980
H -4.3700 -4.0518 0.7084
C -2.0365 -3.7609 -1.0039
H 4.6973 2.4895 -2.5939
C 4.8758 2.6534 2.5650
C 5.3469 1.3705 -0.8762
H 1.9452 1.1813 2.5804
P -2.5565 -1.9853 -0.9072
H -2.6060 -0.0597 1.9245
C 0.7676 3.7669 1.6970
N 0.7506 -1.5373 1.3206
H -2.5897 1.4155 -1.1663
H -3.2930 -1.9308 1.3341
H 1.3867 3.0207 -0.2493
H 4.8494 -1.1330 -1.6589
H -0.0421 4.0712 -0.2867
C -1.2661 2.5564 -2.4566
H -1.9198 -4.0962 0.0438
C -1.8628 2.2377 -1.0909
C 0.4529 3.2691 0.2850
H -3.4910 1.0710 0.8803
C -1.6199 1.8733 1.7317
Br -0.2321 -2.3228 -3.2406

=====

No. 3
86
Properties=species:S:1:pos:R:3 method="wB97M-V/def2-TZVPD" energy_ha=-3213.90408 spin_multiplicity=4 e_above_lowest_kcal_mol=10.10 lumo_energy_ev="0.3 / 0.3"
N -4.3796 -2.0504 -0.2600
C 3.6957 -1.6972 -0.3559
H -3.9356 -0.0094 4.2191
H 1.2393 1.6492 -2.1984
C -3.3434 0.4890 3.4595
C 1.3418 -3.4130 -0.4956
N 0.4294 -2.3600 -4.2078
H -3.7504 4.4876 -1.1608
C -3.3134 -1.4021 -0.7606
C 1.6749 -1.4981 1.6636
H -3.2570 3.0746 -2.0848
H 3.3257 -2.3853 4.5260
H -0.9097 3.6979 -2.5928
N -0.2942 -0.0714 1.3941
C -1.8592 1.7333 1.4830
C 1.6044 -1.0735 4.4237
H -0.7601 -2.8157 -0.4001
H 2.2092 -4.5070 1.1627
H -1.5463 5.2784 -2.1202
C 1.6990 2.1651 1.1954
C 2.2249 -4.5217 0.0720
H 3.2621 -4.4630 -0.2632
C 2.6086 -2.0878 2.5259
H 4.1064 -0.0752 1.0357
H 3.4060 -2.6920 2.1118
H -0.0141 4.7170 -1.4616
H -3.2653 3.3498 1.6731
H -2.9073 -1.6093 -2.7988
H 1.0491 3.5436 -0.2731
C 0.2879 -1.3972 -3.2864
O -0.5312 -1.5368 -2.3671
H 1.3508 0.0734 -4.4085
H -3.0781 1.1695 -1.5803
O -2.2930 -1.2524 -0.0839
H 1.3646 -3.4795 -1.5899
C 0.6234 -0.7016 2.1944
H 1.1662 -2.3115 -4.8885
H -4.5775 2.2600 3.4512
C 0.6718 -0.4821 3.6048
H 2.0750 -0.4310 -2.8865
H 5.3840 -0.3490 -0.1584
H -0.0458 0.1940 4.0449
H -0.0526 -3.2330 -4.0717
H -2.4021 0.8039 -3.1625
C -3.7152 1.7621 3.0267
C -1.4289 0.4739 1.9617
C -0.1058 -3.6117 -0.0381
H 1.8680 1.3142 0.5404
C 4.3008 -0.3385 -0.0048
H -1.9595 -1.1357 3.2858
H -4.3926 -0.7046 -2.4861
C 2.5837 -1.9135 3.8943
P 1.8396 -1.6437 -0.1388
H 1.8315 -5.4924 -0.2454
C -2.2327 -0.1462 2.9410
H 1.4165 1.7815 2.1752
H -0.3909 3.8877 2.3901
H -0.1571 -3.6116 1.0542
Cr -0.7280 0.0758 -1.0918
H -0.0542 5.1240 1.1653
C 0.6372 3.1073 0.6397
H -3.8212 2.8864 -0.4216
C -1.8034 3.7457 -0.6172
C 0.4650 0.9678 -2.5660
C -1.0121 4.3964 -1.7579
H -1.8390 4.4378 0.2262
C 1.1311 -0.1642 -3.3625
H 1.2495 4.4981 2.1682
H 3.6061 -3.0358 -2.0893
C -3.2431 3.5212 -1.0920
H 1.5853 -0.8646 5.4877
H 3.8785 0.4473 -0.6375
P -0.9073 2.2453 0.0401
C -2.9739 2.3675 2.0273
C 0.3326 4.2221 1.6422
C 4.0995 -2.1150 -1.7693
H 5.1783 -2.2835 -1.8116
C -3.3601 -0.8537 -2.1515
H -5.2396 -2.1194 -0.7705
H -4.3487 -2.3512 0.6996
C -2.5200 0.4255 -2.1436
H 2.6402 2.7140 1.3047
H 4.0964 -2.4409 0.3343
H 3.8664 -1.3366 -2.4974
H -0.1665 1.5529 -3.2391
H -0.4905 -4.5716 -0.3963

=====

No. 4
96
Properties=species:S:1:pos:R:3 method="wB97M-V/def2-TZVPD" energy_ha=-4379.95617 spin_multiplicity=1 lumo_energy_ev=2.0 charge=-1
H 5.9077 4.8665 4.6958
H 1.3195 1.9626 0.2078
H -1.9764 -4.2003 5.1852
H -0.3291 -6.3011 6.6708
O -4.9828 -2.7590 -3.6460
O 1.7510 5.6837 -4.9072
C -6.5756 2.1369 -1.6953
H -3.2549 -4.8935 -3.8349
C 5.3992 -2.2886 0.5049
C 2.2676 0.0612 0.7275
H -0.7236 -6.2795 4.9416
H -0.5426 -1.3091 -2.1099
C -5.2052 -4.0214 -4.2772
C 4.1342 4.0573 1.2503
H -2.1059 -3.9111 2.0257
H 1.9785 -0.8584 1.3149
H 3.5006 6.1407 -1.1474
H 2.8288 0.7123 1.4570
H -3.2234 -1.3522 2.4378
H -3.7774 -5.0822 -5.5240
H -0.6211 1.0806 -1.1503
C 5.6364 3.8416 4.4349
C 2.2509 6.9035 -5.2419
O -5.9154 -1.3432 1.2622
Ga 3.5046 -0.3010 -0.8791
H 0.9492 -6.4206 5.4432
O -3.4726 -1.1225 -4.0261
H 6.4736 -2.6549 0.5286
H 4.0337 7.7043 -1.7990
C -3.8073 -4.4256 -4.6547
O 3.6364 2.8400 1.5839
H 3.2526 4.7538 -3.8540
H 0.2256 0.8987 1.1700
H -1.5096 -3.5285 6.7651
C 2.3437 5.3267 -3.6536
H 6.5271 3.3823 4.0003
C -5.6483 1.1553 -1.0157
H -6.8088 -4.5460 -2.9407
H 0.8425 -1.6680 -1.0319
H 3.5877 4.2443 3.9202
O -6.2569 0.6031 0.1561
H 3.6336 1.0866 -1.6981
H -6.1323 -5.9209 -3.8388
C 4.2247 2.4869 2.8341
C 0.3204 0.4587 -1.0316
H -4.5212 0.0439 -2.4981
H 5.1349 1.9136 2.6348
H 2.8096 -1.3779 -1.8446
C -1.8796 -2.9722 1.4795
O -3.1980 -3.1679 -4.9446
O -0.8673 -2.4783 5.0893
C -0.9375 -2.7862 0.3635
C -1.8932 -0.6879 0.7003
O 2.9091 7.4671 -4.1926
C -5.7617 -0.6619 0.2956
O 0.4992 -2.0102 3.3524
C 0.1367 -4.4410 5.6777
C -2.4642 -1.6148 1.6696
O 4.0183 4.5622 0.1774
C 2.6094 6.6713 -3.0378
H 3.5431 1.8761 3.4253
O 4.7904 4.6258 2.3036
H -7.4788 1.6376 -2.0547
H 6.0647 -0.2475 0.0888
H -2.1040 0.3821 0.5332
O 2.1315 7.4103 -6.3150
C -3.8479 -2.2389 -4.1915
C 3.7589 6.6793 -2.0588
H 1.6639 4.7167 -3.0603
H 0.9811 0.7597 -1.8853
C -0.0022 -5.9465 5.6914
H -5.8297 -3.8513 -5.1608
O 0.6645 -3.9902 4.4310
C -0.0881 -1.0504 -1.1095
H 5.1299 -2.0907 1.5752
C -5.8898 -4.9841 -3.3338
H -5.2552 -5.2059 -2.4730
C 0.1384 -2.7479 4.2030
H 4.6482 6.2180 -2.4941
H 0.8208 -4.1183 6.4704
N -0.9932 -1.4664 -0.0051
H 1.7115 7.0864 -2.5676
H -0.3061 -3.5717 -0.0961
H 5.3759 3.3018 5.3469
F 6.0230 -1.3751 -1.6425
C -1.1749 -3.7059 5.7427
H -6.2298 -0.4300 -2.3971
H -6.9013 2.9058 -0.9920
H -4.7253 1.6590 -0.7107
C 0.9741 0.8927 0.3290
C 5.3777 -0.9978 -0.3859
H -6.0833 2.6179 -2.5420
C 4.4877 3.8312 3.4521
C -5.3656 -0.0782 -1.8246
O -5.0777 -1.0429 -0.8139
H 4.8125 -3.1205 0.0383

=====

No. 5
89
Properties=species:S:1:pos:R:3 method="wB97M-V/def2-TZVPD" energy_ha=-6307.49532 spin_multiplicity=4 e_above_lowest_kcal_mol=0.00 lumo_energy_ev="-8.9 / -9.1" charge=+3
O 0.9857 -3.3744 0.8144
H 4.6998 0.0243 -2.3534
H -2.3386 -4.3913 -0.5825
H -3.3605 -4.4624 0.8804
C -6.1251 -1.3701 -0.9251
O 0.9002 -3.5617 -1.4226
C -3.6370 -2.0766 -1.9778
Re 0.3607 -1.4475 0.8352
H -2.6673 -2.3401 -2.3793
C 2.8302 -1.1148 -2.1185
H -1.6856 3.3411 -2.5219
H 1.7171 0.7386 4.7974
C 3.8803 -1.1686 1.0120
H -2.2602 4.5741 0.0890
H 1.7336 -1.5096 3.2595
C 1.1172 -4.0213 -0.3391
C 1.5614 -5.4797 -0.2150
H -1.9140 5.3532 1.6239
O 1.2118 -0.9339 2.6811
H 5.3418 -1.7670 -0.5074
C 2.9842 4.4186 0.2530
N 2.2478 -5.7704 1.0959
H -6.8116 -1.1792 -4.2582
C 2.5638 6.5223 -0.8344
H 4.0833 6.2105 0.6492
C -5.9663 -1.4923 -2.3076
H -1.5887 -4.3941 1.0696
H 5.5950 -0.1448 0.1272
H -0.1892 3.5938 2.1549
C 3.2859 5.7589 0.0748
C -1.4928 2.2733 -2.6298
H -0.9024 -1.8705 4.0741
H -1.3511 0.4762 -1.4268
H 0.2827 1.7353 4.5688
H 3.2524 -2.1201 -2.0955
H 3.2761 0.8234 -3.0164
C -0.9791 3.4088 1.4222
C 1.2222 4.6065 -1.3800
H -2.2520 1.8812 -3.3053
H -7.8319 -2.0949 -3.1468
H -1.8049 2.9093 1.9299
H 3.6223 -2.1818 1.3367
C -0.4195 -1.0058 4.5323
H 0.9760 6.5362 -2.2779
H -5.2003 -1.4551 1.0060
H 2.8043 7.5673 -0.9732
H 3.5383 3.8283 0.9730
H 0.6894 -6.1283 -0.2845
H 1.8693 -1.1968 -2.6288
H 3.8489 -0.5259 1.8941
C -3.8383 -1.9493 -0.6047
H 2.2400 -5.7260 -1.0269
Ge -0.3043 2.1940 0.0683
H 0.4290 4.1634 -1.9758
H -0.6755 5.3059 0.3732
C -1.5474 1.5431 -1.2847
C 1.6012 2.3952 -0.2975
C -1.4823 4.7381 0.8365
H 1.4921 1.6203 3.2697
C 1.9529 3.8311 -0.4801
O -1.9480 0.5037 2.5852
H 2.0017 -6.6925 1.4644
H 3.2662 -5.7473 1.0032
C 2.5392 1.4504 -0.2871
O -0.1262 0.5089 1.2196
C -2.4307 -4.0786 0.4570
C 3.7538 -0.1450 -2.8695
C 0.2263 -0.1136 3.5024
H -1.1853 -0.4354 5.0576
C 1.5332 5.9458 -1.5635
H 3.9924 -0.5462 -3.8540
C -5.0668 -1.5831 -0.0611
H 3.5604 1.8129 -0.4391
H -7.0893 -1.0881 -0.5224
C -7.1285 -1.2635 -3.2212
H -4.5724 -1.9164 -3.8865
H -0.5241 2.1503 -3.1159
H -7.6653 -0.3562 -2.9457
Ge 2.5588 -0.4884 -0.2848
H 1.9757 -5.0622 1.7867
C -4.7077 -1.8357 -2.8158
H -2.5472 1.6219 -0.8483
C 0.9842 1.0708 4.0618
C 5.2847 -1.1556 0.3939
O -1.2438 -1.8389 -0.2698
H 6.0232 -1.5369 1.0992
S -2.5613 -2.3017 0.5269
C -0.7853 0.3433 2.4327
H 0.3108 -1.3410 5.2699